# 1
# C29H31IrN7O4PSe

A structure of composition C29H31IrN7O4PSe (ωB97M-V/def2-TZVPD, the Open Molecules 2025 dataset).

Geometry (Å):
1 H -3.79 -3.16 -0.06
2 C -2.77 -2.94 0.23
3 H -2.76 -2.52 1.24
4 O -1.04 -0.76 -2.44
5 N 4.99 -4.71 0.46
6 H -0.14 -3.22 -3.43
7 H -1.07 0.10 2.37
8 H -5.78 0.82 1.05
9 C 2.89 -1.22 -0.20
10 O 0.03 -2.82 -1.39
11 C 2.30 -2.25 0.60
12 H 0.49 -4.71 2.84
13 P -0.83 -1.54 -1.10
14 H 4.30 1.81 -1.99
15 O -2.28 -1.95 -0.70
16 H -2.89 -0.65 3.84
17 H -2.16 -3.84 0.17
18 H -3.98 1.50 -0.49
19 H 0.37 -4.57 -2.39
20 H -2.67 5.33 -1.33
21 C -2.20 -0.71 -3.32
22 H -0.15 3.61 3.55
23 H -0.21 1.90 3.62
24 H -3.09 -1.01 -2.78
25 C -0.44 2.23 -1.97
26 H 1.46 5.10 3.06
27 N -0.03 2.73 3.08
28 H 2.74 -5.32 1.92
29 H 0.24 3.26 -3.71
30 H -2.72 3.46 0.25
31 C 4.19 -1.31 -0.69
32 C 4.27 -3.62 0.31
33 H -0.49 -2.50 2.29
34 C 2.28 -4.37 1.69
35 H 1.84 3.62 0.65
36 C -1.32 2.24 -0.86
37 C -2.12 3.39 -0.64
38 N -1.33 1.18 0.00
39 C -2.10 0.24 2.06
40 C -4.45 0.06 2.55
41 C 2.62 0.94 -0.99
42 Ir 0.23 -0.18 0.38
43 C 3.92 0.93 -1.49
44 H 5.72 -0.23 -1.75
45 C -3.74 1.08 0.48
46 H -2.01 -1.37 -4.16
47 C -2.40 0.89 0.85
48 C -0.41 3.29 -2.84
49 C -0.30 -3.73 -2.49
50 O 1.07 1.49 1.51
51 C 1.03 -4.04 2.19
52 H -1.33 -4.07 -2.40
53 Se 6.53 -4.44 -0.36
54 C -3.12 -0.17 2.90
55 C 4.71 -0.20 -1.36
56 C -4.75 0.67 1.33
57 H 0.07 5.42 1.98
58 C -2.07 4.45 -1.51
59 H -5.25 -0.25 3.21
60 N 2.11 -0.13 -0.37
61 N 6.10 -2.80 -0.89
62 N 1.25 3.74 1.45
63 H 0.16 1.35 -2.17
64 H -2.28 0.32 -3.66
65 C 0.77 2.62 2.00
66 C 0.47 -2.81 1.88
67 H 1.72 5.76 1.45
68 H -1.20 5.24 -3.32
69 C 4.89 -2.56 -0.44
70 C 2.94 -3.45 0.87
71 C 1.11 5.08 2.02
72 C -1.23 4.41 -2.63
73 H 1.97 1.79 -1.11
74 N 1.09 -1.93 1.09

The energy above the lowest of the compared OMol25 structures with the same formula, charge and spin is 16.5 kcal per mole. The HOMO energy (alpha / beta) comes out at -16.182 / -16.329 eV. As for the spin multiplicity: 2. Its expectation value of S² is 0.790. For the molar mass, the calculation gives 843.8 Da. The total charge is +3.

# 2
# C15H33O8P2Sn

A structure of composition C15H33O8P2Sn (ωB97M-V/def2-TZVPD, the Open Molecules 2025 dataset).

Geometry (Å):
1 H 0.62 1.07 2.88
2 H -0.07 3.87 -1.59
3 P -3.46 0.41 0.18
4 C -3.69 3.07 2.70
5 C -5.99 -0.41 -0.07
6 Sn -0.04 -0.76 -0.35
7 C 0.68 -1.15 1.77
8 H -2.74 -1.22 -4.00
9 H -3.78 1.62 -4.39
10 H 0.40 4.24 -3.25
11 C -3.91 0.55 -4.32
12 H -6.08 -2.26 1.02
13 C -6.74 -0.93 -1.29
14 H -4.62 0.32 -3.53
15 C 1.32 0.40 3.39
16 P -1.87 1.56 -2.04
17 H -7.81 -0.84 -1.13
18 O 0.53 -2.34 1.40
19 H -1.40 1.23 -5.25
20 H -2.59 -0.08 3.63
21 C -6.31 -1.21 1.18
22 H -6.49 -1.97 -1.45
23 H -3.01 4.42 -4.66
24 H -3.07 3.61 3.41
25 H -5.74 -0.85 2.02
26 H -1.94 -0.21 -6.12
27 C -3.03 0.90 3.80
28 H -4.33 0.19 -5.26
29 H -2.10 1.74 2.06
30 H 1.19 0.45 4.47
31 O -2.03 0.18 -2.77
32 O -4.57 -0.52 -0.36
33 H -2.42 1.45 4.51
34 C -1.57 0.16 -5.17
35 H -3.71 3.64 1.77
36 H -4.23 2.05 -1.46
37 O -2.19 -0.36 0.31
38 C -0.34 4.44 -2.47
39 O -3.97 0.95 1.57
40 C -1.73 4.08 -2.96
41 H -3.03 2.72 -0.33
42 H -6.22 0.65 0.10
43 H -2.47 4.39 -2.21
44 O -1.88 2.65 -3.18
45 C -2.58 -0.14 -4.07
46 O -0.63 1.53 -1.22
47 H -4.70 3.01 3.09
48 C -3.29 1.86 -0.93
49 C -2.03 4.72 -4.30
50 H -6.47 -0.36 -2.18
51 H -7.37 -1.12 1.40
52 O 1.07 -0.94 3.01
53 H -0.62 -0.33 -4.96
54 C -3.11 1.67 2.49
55 H -1.29 4.42 -5.03
56 H 2.35 0.67 3.13
57 H -2.01 5.80 -4.21
58 H -4.03 0.77 4.22
59 H -0.31 5.50 -2.23

The energy above the lowest of the compared OMol25 structures with the same formula, charge and spin is 6.3 kcal per mole. The HOMO energy comes out at -11.623 eV. For the molar mass, the calculation gives 522.1 Da. The total charge is +1.

# 3
# C3H7OP

An isolated molecule of C3H7OP (ωB97M-V/def2-TZVPD, the Open Molecules 2025 dataset).

Geometry (Å):
1 C -0.39 0.70 -2.11
2 H 0.00 0.09 -2.91
3 H -1.32 -1.04 -0.45
4 O 0.21 1.97 -2.07
5 H 0.43 -2.62 1.70
6 H 0.56 0.60 1.58
7 H -1.25 0.89 0.22
8 C 0.69 -1.51 1.84
9 C 0.33 -0.39 1.25
10 P -0.52 0.04 -0.43
11 H 0.00 2.63 -1.38
12 H 1.27 -1.37 2.74

The energy above the lowest of the compared OMol25 structures with the same formula, charge and spin is 104.1 kcal per mole. The HOMO energy (alpha / beta) comes out at -7.082 / -7.083 eV. As for the SMILES: C=C[PH2]=CO. For the molar mass, the calculation gives 90.1 Da. The total charge is 0.

# 4
# C6H6O5Tm

A structure of composition C6H6O5Tm (ωB97M-V/def2-TZVPD, the Open Molecules 2025 dataset).

Geometry (Å):
1 Tm -0.20 0.11 0.18
2 H 1.33 -2.28 0.16
3 C -1.19 0.35 -2.08
4 C -2.31 0.95 1.09
5 H 2.62 -0.06 0.26
6 H 0.99 2.53 -0.57
7 O -3.26 1.48 1.45
8 C 0.31 -0.42 2.55
9 C 1.32 -1.55 -0.65
10 C -1.58 -1.82 0.18
11 H 0.79 -1.91 -1.55
12 H 2.09 0.31 -1.49
13 C 2.03 -0.36 -0.62
14 O -1.49 0.75 -3.10
15 O 0.60 -0.71 3.64
16 O -2.19 -2.80 0.17
17 H 0.12 2.91 0.64
18 O 0.05 2.53 -0.27

The HOMO energy (alpha / beta) comes out at -24.853 / -24.827 eV. As for the spin multiplicity: 3. Its expectation value of S² is 2.002. For the molar mass, the calculation gives 327.0 Da. The total charge is +3.

# 5
# C3H10ClFNbZn

A structure of composition C3H10ClFNbZn (ωB97M-V/def2-TZVPD, the Open Molecules 2025 dataset).

Geometry (Å):
1 C -2.55 0.53 -0.01
2 Cl -3.24 -1.09 0.03
3 Zn 2.65 -2.26 -2.19
4 C -1.12 0.60 0.53
5 H 1.40 1.23 -1.19
6 H -0.67 1.48 0.10
7 H -1.08 0.66 1.61
8 H -2.59 0.92 -1.02
9 H -0.47 -0.83 -0.99
10 H 2.34 -1.07 -1.14
11 C -0.30 -0.60 0.06
12 H -3.16 1.19 0.59
13 H 2.18 -1.20 1.43
14 F 1.70 1.41 1.47
15 H -0.46 -1.49 0.66
16 Nb 1.81 0.14 0.23
17 H 3.58 0.38 -0.17

The HOMO energy comes out at -12.962 eV. For the molar mass, the calculation gives 258.9 Da. The total charge is +1.

# 6
# C4H6N2O

A cluster of 2 separate species, C4H6N2O in total (ωB97M-V/def2-TZVPD, the Open Molecules 2025 dataset).

Geometry (Å):
1 H -2.09 -1.57 1.73
2 C -1.34 -0.47 0.02
3 H 3.63 0.38 -0.04
4 H -4.47 1.55 -2.69
5 C 0.67 -0.50 0.74
6 C 2.56 0.52 -0.15
7 H 2.27 1.54 0.10
8 H -3.98 1.11 -2.33
9 N -1.27 -1.11 1.36
10 C -0.06 -1.40 1.78
11 N -0.10 0.05 -0.17
12 H 2.21 0.28 -1.15
13 O 1.96 -0.38 0.80

The energy above the lowest of the compared OMol25 structures with the same formula, charge and spin is 155.9 kcal per mole. The HOMO energy (alpha / beta) comes out at -9.017 / -9.016 eV. For the molar mass, the calculation gives 98.1 Da. The total charge is 0.

# 7
# C2H4NO2S2

A structure of composition C2H4NO2S2 (ωB97M-V/def2-TZVPD, the Open Molecules 2025 dataset).

Geometry (Å):
1 H -1.12 -2.10 0.63
2 O 1.68 1.56 -1.20
3 S -0.37 -0.38 2.22
4 C 0.28 -0.40 0.57
5 H -1.52 0.78 -0.34
6 H 1.29 -0.11 0.38
7 C -0.18 -1.71 1.00
8 S 0.29 2.05 -1.20
9 O -0.27 2.25 -2.55
10 H 0.56 -2.46 1.26
11 N -0.63 0.53 -0.78

The energy above the lowest of the compared OMol25 structures with the same formula, charge and spin is 38.4 kcal per mole. The HOMO energy (alpha / beta) comes out at 0.032 / -4.379 eV. As for the spin multiplicity: 3. Its expectation value of S² is 2.026. For the molar mass, the calculation gives 138.2 Da. The total charge is -1.

# 8
# C2O2S2

A cluster of 2 separate species, C2O2S2 in total (ωB97M-V/def2-TZVPD, the Open Molecules 2025 dataset).

Geometry (Å):
1 O 2.25 -0.14 0.32
2 S -1.06 -0.67 0.95
3 O -1.59 -0.99 -1.67
4 S 0.50 1.92 0.57
5 C -1.53 -0.85 -0.51
6 C 1.43 0.72 0.33

The energy above the lowest of the compared OMol25 structures with the same formula, charge and spin is 11.7 kcal per mole. The HOMO energy comes out at -9.915 eV. As for the SMILES: O=C=S.O=C=S. For the molar mass, the calculation gives 120.2 Da. The total charge is 0.